The following is a quantum chemistry calculation of a gas-phase ion, C38H36O2P (charge +1), from the OMol25 dataset.

Total charge = +1
2S+1 = 1
HOMO-LUMO gap = 7.71 eV

Last columns: bonded neighbours and bond lengths (Å).
Atoms and positions in Å:
1 C 4.702 1.392 5.779  C2 1.506, H23 1.093, H24 1.098, H25 1.100
2 C 3.525 1.060 4.900  C1 1.506, C3 1.392, C22 1.398
3 C 3.744 0.220 3.812  C2 1.392, C4 1.388, H26 1.097
4 C 2.705 -0.108 2.951  C3 1.388, C5 1.410, H27 1.097
5 C 1.400 0.385 3.157  C4 1.410, P6 1.836, C21 1.406
6 P 0.028 -0.102 2.038  C5 1.836, C7 1.847, C14 1.817, C52 1.741
7 C 0.115 -1.945 2.124  P6 1.847, C8 1.423, C13 1.412
8 C -0.834 -2.795 1.491  C7 1.423, C9 1.394, H28 1.093
9 C -1.135 -4.053 2.011  C8 1.394, C10 1.401, H29 1.095
10 C -0.471 -4.558 3.136  C9 1.401, C11 1.511, C12 1.396
11 C -0.837 -5.870 3.789  C10 1.511, H30 1.094, H31 1.099, H32 1.098
12 C 0.589 -3.805 3.646  C10 1.396, C13 1.388, H33 1.089
13 C 0.902 -2.557 3.124  C7 1.412, C12 1.388, H34 1.085
14 C -1.481 0.339 2.949  P6 1.817, C15 1.413, C20 1.414
15 C -2.169 1.566 2.823  C14 1.413, C16 1.400, H35 1.097
16 C -3.342 1.801 3.551  C15 1.400, C17 1.401, H36 1.091
17 C -3.815 0.852 4.466  C16 1.401, C18 1.497, C19 1.399
18 C -5.065 1.067 5.262  C17 1.497, H37 1.094, H38 1.094, H39 1.093
19 C -3.092 -0.333 4.642  C17 1.399, C20 1.383, H40 1.091
20 C -1.939 -0.582 3.920  C14 1.414, C19 1.383, H41 1.095
21 C 1.194 1.276 4.225  C5 1.406, C22 1.400, H42 1.089
22 C 2.243 1.579 5.102  C2 1.398, C21 1.400, H43 1.093
23 H 4.401 1.946 6.671  C1 1.093
24 H 5.250 0.486 6.071  C1 1.098
25 H 5.428 2.021 5.243  C1 1.100
26 H 4.747 -0.194 3.650  C3 1.097
27 H 2.906 -0.819 2.141  C4 1.097
28 H -1.333 -2.437 0.587  C8 1.093
29 H -1.916 -4.669 1.553  C9 1.095
30 H -0.173 -6.041 4.642  C11 1.094
31 H -1.870 -5.880 4.165  C11 1.099
32 H -0.730 -6.721 3.104  C11 1.098
33 H 1.168 -4.227 4.466  C12 1.089
34 H 1.763 -2.049 3.545  C13 1.085
35 H -1.789 2.355 2.162  C15 1.097
36 H -3.904 2.728 3.430  C16 1.091
37 H -5.196 0.234 5.959  C18 1.094
38 H -5.038 1.981 5.862  C18 1.094
39 H -5.948 1.124 4.621  C18 1.093
40 H -3.440 -1.056 5.381  C19 1.091
41 H -1.368 -1.500 4.095  C20 1.095
42 H 0.209 1.713 4.378  C21 1.089
43 H 2.053 2.220 5.967  C22 1.093
44 C 6.023 1.474 -1.240  C45 1.531, O48 1.491, H63 1.098, H64 1.095
45 C 5.301 1.675 0.095  C44 1.531, C46 1.490, H65 1.101, H66 1.096
46 C 3.897 1.314 -0.249  C45 1.490, C47 1.416, C62 1.377
47 C 3.860 0.756 -1.550  C46 1.416, O48 1.362, C49 1.409
48 O 5.060 0.841 -2.187  C44 1.491, C47 1.362
49 C 2.707 0.131 -2.064  C47 1.409, C50 1.390, H67 1.085
50 C 1.589 0.080 -1.239  C49 1.390, C51 1.414, H68 1.092
51 C 1.582 0.775 -0.008  C50 1.414, C52 1.549, C62 1.388
52 C 0.269 1.060 0.764  P6 1.741, C51 1.549, C53 1.550, H69 1.117
53 C -0.781 1.633 -0.221  C52 1.550, C54 1.395, C61 1.404
54 C -2.125 1.273 -0.305  C53 1.395, C55 1.389, H70 1.088
55 C -2.968 2.099 -1.037  C54 1.389, C56 1.411, C59 1.486
56 C -2.440 3.177 -1.779  C55 1.411, O57 1.358, C60 1.402
57 O -3.378 4.054 -2.222  C56 1.358, C58 1.472
58 C -4.681 3.564 -1.743  O57 1.472, C59 1.536, H71 1.096, H72 1.099
59 C -4.442 2.273 -0.946  C55 1.486, C58 1.536, H73 1.095, H74 1.101
60 C -1.063 3.433 -1.841  C56 1.402, C61 1.375, H75 1.082
61 C -0.282 2.710 -0.972  C53 1.404, C60 1.375, H76 1.094
62 C 2.736 1.366 0.489  C46 1.377, C51 1.388, H77 1.100
63 H 6.330 2.432 -1.679  C44 1.098
64 H 6.887 0.805 -1.175  C44 1.095
65 H 5.727 1.002 0.855  C45 1.101
66 H 5.419 2.696 0.478  C45 1.096
67 H 2.724 -0.261 -3.076  C49 1.085
68 H 0.695 -0.460 -1.558  C50 1.092
69 H 0.506 1.955 1.388  C52 1.117
70 H -2.567 0.447 0.249  C54 1.088
71 H -5.114 4.366 -1.134  C58 1.096
72 H -5.318 3.406 -2.623  C58 1.099
73 H -4.969 1.410 -1.365  C59 1.095
74 H -4.768 2.418 0.096  C59 1.101
75 H -0.667 4.234 -2.450  C60 1.082
76 H 0.768 2.991 -0.840  C61 1.094
77 H 2.743 1.942 1.426  C62 1.100